C12H26BeN4O7 | wB97M-V/def2-TZVPD

The value obtained for the max |F| is 3.50 eV Å⁻¹. As for the relative energy (zero: lowest compared OMol25 entry of this formula, charge and spin): 4.6542 eV. For the HOMO-LUMO gap (spin up / spin down), the calculation gives 5.120 / 5.241 eV. For the total energy, the calculation gives -33550.887 eV.

Geometry as ORCA input:
```
! wB97M-V def2-TZVPD RIJCOSX def2/J DEFGRID3
* xyz 0 1
O 0.858 -0.142 -4.112
H 0.394 -0.273 -4.963
Be -0.171 0.003 -2.771
N -0.363 1.964 -0.035
N 1.396 0.691 -1.699
N -1.035 -0.609 0.026
N 0.197 -1.662 -2.120
O -0.976 2.180 1.054
O -1.692 -0.305 1.181
O 1.359 -2.177 -2.594
O 2.407 -0.036 -1.969
C 1.762 1.845 -1.076
C 0.894 2.460 -0.135
C -1.156 -1.915 -0.186
C -0.423 -2.494 -1.295
C 1.339 3.476 0.854
H 1.455 3.038 1.851
H 0.596 4.277 0.917
H 2.294 3.914 0.562
C 3.196 2.173 -1.223
H 3.447 2.219 -2.292
H 3.826 1.385 -0.788
H 3.467 3.126 -0.764
C -1.883 -2.698 0.837
C -0.230 -3.978 -1.384
H -2.867 -2.243 1.016
H -1.322 -2.683 1.778
H -2.011 -3.741 0.529
H 0.469 -4.196 -2.196
H -1.190 -4.480 -1.582
H 0.184 -4.359 -0.440
H -1.578 0.700 1.172
H 1.961 -1.349 -2.603
C -1.600 0.644 -2.143
H -1.567 1.309 -1.274
H -2.394 -0.082 -2.009
H -1.821 1.284 -3.001
O -4.503 2.194 -0.941
H -5.095 1.440 -0.742
H -3.996 2.344 -0.130
C 0.410 0.882 3.816
C 0.809 -0.205 2.853
C 0.817 -1.590 3.442
O 1.026 0.016 1.665
H 0.646 0.604 4.851
H -0.675 1.045 3.738
H 0.915 1.819 3.560
H -0.194 -2.019 3.384
H 1.508 -2.230 2.884
H 1.111 -1.567 4.497
*
```